[1]
A 9-piece molecular cluster, C19H61O24P5 overall in a non-equilibrium geometry. Source: the Open Molecules 2025 dataset; level of theory: the ωB97M-V functional and the def2-TZVPD basis.

As for the LUMO energy: 0.0035 Ha. For the relative energy (zero: lowest compared OMol25 entry of this formula, charge and spin), the calculation gives 16.1 kcal/mol. Its electronic energy is -4273.4294 Ha. Its highest occupied orbital energy is -9.682 eV. The value obtained for the orbital gap is 9.8 eV.

Each line ends with the Mulliken charge.
Element x y z (Å)
P 3.89 -1.79 -2.88  1.13
P -1.91 -5.68 0.73  1.21
P -3.47 -2.14 -2.90  0.62
P 3.86 2.57 0.90  0.28
P 0.21 5.14 3.47  0.41
O 0.02 3.68 2.86  0.22
O -2.25 -2.26 -1.88  0.85
O -1.32 -0.35 1.12  0.66
O 4.80 1.47 0.19  -0.27
O 4.85 3.70 1.48  -0.31
O 3.44 1.77 2.21  -0.39
O -3.18 -0.70 -3.58  -0.36
O 0.61 3.40 -1.68  -0.52
O -2.19 -6.75 -0.42  -0.38
O -2.31 -6.46 2.09  -0.36
O 1.02 5.28 4.67  -0.71
O -3.90 0.70 1.36  -0.42
O 0.76 5.88 2.18  -0.24
O 4.13 -2.03 -1.46  -0.72
O 2.88 -2.77 -3.64  -0.20
O 3.29 -0.34 -3.23  -0.39
O 5.16 -1.80 -3.87  -0.32
O 2.73 3.03 0.10  0.22
O -3.66 -3.24 -3.85  -0.77
O -4.70 -1.91 -1.91  -0.14
O -0.58 -5.10 0.79  -0.74
O -0.06 -1.40 3.57  -0.57
O -1.30 5.65 3.55  -0.26
O -3.18 -4.73 0.57  -0.38
C 2.82 0.50 2.16  -0.13
C -1.18 -1.83 4.33  -0.39
C -1.70 6.91 4.04  -0.77
C -3.05 -3.31 0.78  -0.58
C -3.34 -7.44 2.10  -0.64
C 2.76 -2.68 -5.05  -0.78
C -5.94 -1.58 -2.53  -0.99
C -0.67 2.69 3.60  -0.22
C 5.56 1.79 -0.96  -0.64
C -3.35 0.48 -2.78  -0.32
C 2.11 5.74 1.82  -0.78
C 5.28 4.75 0.61  -0.75
C 5.97 -2.98 -3.95  -0.75
C -0.91 -2.31 -2.38  -0.72
C -0.47 0.31 0.20  -0.57
C -0.25 4.31 -1.06  -0.44
C 2.08 0.11 -2.63  -0.41
C -4.03 1.17 2.71  -0.35
C -1.88 -6.35 -1.76  -0.14
H 6.57 2.09 -0.67  0.32
H 6.85 -2.89 -3.32  0.28
H 4.99 5.74 0.96  0.24
H 5.41 -3.84 -3.57  0.36
H -6.26 -0.58 -2.24  0.28
H -2.64 1.20 -3.18  0.29
H -3.86 -2.90 0.18  0.24
H 1.85 -0.47 -1.73  0.17
H -6.67 -2.26 -2.08  0.32
H -3.07 1.00 3.19  -0.08
H -2.16 -2.87 0.34  0.17
H 2.69 6.55 2.29  0.35
H -1.08 -6.98 -2.15  0.27
H -1.30 2.08 2.95  -0.26
H 0.50 -0.17 0.14  0.00
H -4.85 0.68 3.24  0.28
H -0.75 -2.39 -3.45  0.61
H 0.02 1.99 4.09  0.32
H 5.17 2.59 -1.61  0.31
H 1.71 -2.87 -5.28  0.29
H -4.25 2.24 2.72  0.29
H -3.22 -2.98 1.80  0.35
H -4.05 -7.30 1.29  0.29
H 0.16 5.33 -1.01  0.24
H 3.09 -1.76 -5.54  0.36
H 2.24 1.13 -2.30  0.15
H 6.37 4.65 0.56  0.30
H 5.54 0.94 -1.64  0.12
H 4.86 4.63 -0.39  0.35
H 1.85 0.56 2.65  0.00
H -0.44 -3.18 -1.93  0.25
H -2.90 -8.43 2.08  0.25
H 2.45 5.76 0.79  0.30
H -0.47 4.02 -0.03  -0.01
H -3.00 0.32 -1.76  -0.12
H -0.86 7.49 4.44  0.34
H 2.62 4.87 2.24  0.27
H 1.26 0.02 -3.34  0.33
H 2.71 0.09 1.15  0.00
H -1.91 -2.32 3.67  -0.02
H -2.77 -6.49 -2.37  0.27
H -0.23 1.35 0.44  0.38
H 1.38 3.21 -1.12  0.57
H -6.03 -1.72 -3.61  0.39
H -0.42 -1.43 -1.96  -0.36
H -1.31 3.12 4.38  0.39
H 3.33 -3.48 -5.54  0.29
H -1.64 -0.97 4.81  0.21
H -2.20 0.08 1.06  -0.21
H -4.56 1.15 0.84  0.25
H -0.88 0.32 -0.82  -0.07
H -0.91 -2.53 5.12  0.31
H -0.41 -1.03 2.75  0.26
H -1.56 -5.31 -1.83  -0.19
H -3.91 -7.31 3.02  0.26
H -2.17 7.52 3.27  0.28
H -2.42 6.78 4.85  0.27
H -1.22 4.33 -1.55  0.32
H 6.30 -3.10 -4.97  0.24
H -4.36 0.87 -2.82  0.31
H 3.35 -0.26 2.73  0.30

[2]
A single C9H7BrN2O molecule. Source: the Open Molecules 2025 dataset; level of theory: the ωB97M-V functional and the def2-TZVPD basis.

As for the LUMO energy: -0.0214 Ha. For the relative energy (zero: lowest compared OMol25 entry of this formula, charge and spin), the calculation gives 36.0 kcal/mol. Its electronic energy is -3105.7601 Ha. Its highest occupied orbital energy is -8.937 eV. The value obtained for the orbital gap is 8.4 eV.

Each line ends with the natural charge from an NBO analysis.
Element x y z (Å)
Br 3.82 -0.47 -0.39  0.08
O -1.09 0.56 -1.48  -0.47
N -0.32 3.67 -1.64  -0.24
N 1.82 3.73 0.73  -0.29
C 2.15 0.35 0.06  -0.01
C 0.59 0.85 1.85  -0.15
C 0.02 1.20 -1.02  0.30
C 1.80 0.33 1.41  -0.28
C -0.11 2.60 -1.28  0.20
C 0.04 1.94 1.18  -0.35
C 0.99 2.94 0.85  0.23
C 1.26 0.51 -0.99  -0.34
C -1.13 -0.84 -1.40  -0.26
H -2.18 -1.12 -1.53  0.21
H -0.76 -1.20 -0.44  0.19
H -0.96 2.28 1.38  0.26
H -0.55 -1.31 -2.20  0.19
H 1.42 -0.15 -1.83  0.25
H 2.40 -0.28 2.07  0.24
H 0.07 0.38 2.67  0.23